{
  "formula": "C41H63GeN5OP3RuTe",
  "method": "ωB97M-V/def2-TZVPD",
  "multiplicity": 5,
  "total_charge": -1,
  "e_homo_ev": [-1.477, -3.277],
  "gap_ev": [3.59, 5.38],
  "e_tot_ev": -147287.813,
  "symbols": ["Te", "Ru", "Ge", "P", "P", "P", "O", "N", "N", "N", "N", "N", "C", "C", "C", "C", "C", "C", "C", "C", "C", "C", "C", "C", "C", "C", "C", "C", "C", "C", "C", "C", "C", "C", "C", "C", "C", "C", "C", "C", "C", "C", "C", "C", "C", "C", "C", "C", "C", "C", "C", "C", "C", "H", "H", "H", "H", "H", "H", "H", "H", "H", "H", "H", "H", "H", "H", "H", "H", "H", "H", "H", "H", "H", "H", "H", "H", "H", "H", "H", "H", "H", "H", "H", "H", "H", "H", "H", "H", "H", "H", "H", "H", "H", "H", "H", "H", "H", "H", "H", "H", "H", "H", "H", "H", "H", "H", "H", "H", "H", "H", "H", "H", "H", "H", "H"],
  "coordinates": [[13.306, -19.765, -2.726], [10.689, -19.620, -1.047], [8.399, -18.779, -0.736], [9.698, -20.384, -2.939], [10.648, -20.656, 1.140], [11.038, -17.386, -1.519], [13.538, -19.078, -4.651], [8.184, -17.234, -1.877], [7.289, -20.180, -1.388], [8.376, -19.100, 1.285], [9.193, -14.603, -4.621], [6.380, -18.069, 0.066], [8.164, -19.497, -5.125], [6.153, -16.319, 1.857], [4.319, -15.686, -1.899], [3.545, -20.483, 0.471], [5.185, -21.450, -0.970], [7.629, -16.590, 3.768], [10.617, -19.222, -5.441], [9.157, -13.935, -7.047], [5.621, -19.337, 0.115], [7.721, -18.152, 1.964], [17.668, -11.244, -2.392], [10.778, -15.657, 0.823], [3.905, -21.516, -0.401], [11.511, -19.676, 3.823], [10.483, -22.531, 1.265], [7.974, -21.105, -2.284], [8.907, -22.538, -4.667], [8.090, -17.761, 3.232], [9.470, -19.187, -4.414], [10.494, -23.076, 2.680], [10.742, -22.910, -3.011], [11.736, -16.160, -0.282], [18.154, -11.357, -4.990], [11.903, -20.017, 2.394], [5.935, -17.158, -0.988], [10.104, -21.918, -3.932], [5.189, -15.284, -2.940], [6.679, -15.842, 3.074], [9.456, -16.498, -2.069], [6.731, -17.450, 1.291], [13.212, -20.891, 2.277], [6.050, -20.368, -0.733], [6.865, -16.771, -1.993], [6.447, -15.863, -2.998], [9.081, -20.138, 2.041], [9.213, -23.004, 0.600], [4.387, -19.412, 0.775], [9.081, -14.318, -5.736], [12.385, -14.949, -0.905], [4.637, -16.795, -1.062], [18.116, -11.932, -3.806], [10.810, -16.269, 1.728], [10.089, -19.586, -6.338], [12.451, -16.849, 0.198], [12.974, -21.901, 2.701], [9.378, -12.885, -6.901], [11.142, -18.272, -5.627], [7.832, -18.650, -5.711], [10.664, -20.237, 4.190], [9.958, -23.352, -2.341], [18.576, -11.059, -1.773], [6.358, -14.826, 3.465], [12.293, -19.896, 4.551], [7.264, -21.249, -3.111], [9.725, -15.705, 0.510], [11.218, -22.656, 3.366], [7.967, -20.295, -5.993], [10.618, -24.183, 2.634], [8.272, -22.512, 0.920], [11.908, -17.558, -2.533], [13.973, -20.464, 2.912], [9.358, -18.154, -4.007], [7.340, -19.838, -4.567], [8.749, -18.377, 3.815], [12.221, -19.060, 1.911], [11.377, -23.022, 0.759], [2.613, -20.526, 1.083], [11.659, -14.202, -1.168], [4.838, -14.522, -3.657], [5.581, -22.277, -1.524], [9.365, -22.928, -0.477], [8.485, -21.067, 2.119], [8.085, -22.166, -1.889], [13.030, -14.457, -0.197], [8.096, -13.774, -7.409], [9.589, -16.222, -3.107], [9.296, -15.474, -1.601], [16.925, -11.929, -1.903], [13.591, -20.947, 1.205], [9.748, -14.704, -7.614], [3.885, -17.287, -0.497], [3.285, -22.339, -0.678], [3.343, -15.261, -1.792], [11.250, -23.697, -3.577], [18.027, -10.141, -5.200], [4.068, -18.632, 1.455], [9.062, -24.085, 0.875], [12.970, -15.143, -1.846], [9.151, -23.559, -4.996], [17.913, -13.020, -3.709], [10.902, -21.637, -4.671], [5.335, -15.785, 1.312], [8.051, -16.210, 4.719], [11.292, -20.067, -5.319], [8.608, -21.938, -5.553], [10.991, -14.619, 1.134], [11.514, -22.552, -2.364], [8.006, -22.641, -4.032], [9.508, -22.861, 3.097], [7.169, -15.467, -3.712], [18.261, -12.033, -6.053], [17.080, -10.302, -2.491], [9.263, -19.858, 3.047], [11.332, -18.613, 3.955]],
  "forces_ev_per_a": [[-0.61, 0.60, -1.68], [1.20, -0.09, 0.14], [1.54, -1.47, 0.52], [-0.90, -0.43, 0.05], [-1.01, 0.70, 0.35], [-2.75, -0.44, 2.31], [0.34, -0.65, 1.70], [-0.20, -1.12, 1.19], [-0.60, 0.33, 1.12], [-0.42, -1.35, -0.17], [-0.37, 0.42, -1.04], [0.00, -0.44, -1.58], [-1.38, -0.94, -3.10], [-0.02, 0.46, -0.27], [0.20, -1.29, -0.76], [-1.29, -0.30, 1.36], [-0.16, 0.01, 0.68], [-0.27, 0.99, 0.43], [-0.65, -0.88, -0.80], [-2.06, 0.73, -2.71], [-0.71, 1.17, 0.24], [0.95, -0.22, 0.21], [0.22, -0.41, -1.40], [-0.66, -0.54, 0.12], [1.64, 1.32, 0.08], [0.22, -0.31, 0.53], [1.70, -0.11, 0.35], [-1.48, 0.02, -0.68], [-0.38, -0.11, -0.50], [0.05, 0.18, 1.30], [-0.67, -0.31, 0.53], [-0.60, -0.53, 0.38], [-0.64, -1.65, 0.64], [0.11, -0.57, 0.28], [0.10, 1.45, -3.96], [1.96, 0.13, -1.46], [1.09, -1.53, -0.40], [0.77, 0.55, -0.41], [-1.00, -0.17, 1.35], [-0.79, 1.54, 0.16], [-1.22, 1.70, -0.37], [-1.10, 0.59, 0.64], [-1.07, -0.56, -0.34], [1.60, 0.08, -1.47], [1.48, 1.12, 0.13], [0.46, 0.19, 0.44], [-0.51, -0.48, -1.99], [-0.38, -1.13, -0.33], [0.86, -0.65, -1.09], [0.38, -1.87, 4.72], [1.05, -0.18, -1.45], [-0.47, 2.66, -1.39], [-2.68, 0.15, 2.49], [0.13, -0.07, -0.10], [0.36, 0.73, -0.33], [0.29, 0.59, -0.14], [0.52, 0.62, -0.64], [1.45, 0.31, -1.10], [-0.13, -0.64, 0.32], [-0.17, 0.80, 0.20], [-0.32, -0.08, 0.09], [0.68, 0.00, -0.62], [-0.86, -0.26, -0.21], [0.28, -1.49, -0.47], [0.40, -0.16, -0.21], [0.25, 0.04, -0.14], [0.16, 0.20, -0.02], [0.30, 0.04, -0.03], [1.86, 1.23, 1.58], [-0.08, 0.68, 0.21], [0.68, 0.03, -0.31], [0.94, 1.27, -1.53], [0.39, 0.22, 0.10], [0.07, -0.94, -0.07], [-1.00, 0.29, 1.57], [0.32, 0.14, 0.07], [-0.48, -0.56, 0.19], [-1.03, 0.94, 0.16], [0.56, -0.13, -0.88], [-0.68, 0.27, -0.22], [0.45, -0.40, 0.45], [-0.05, -0.28, -0.55], [-0.49, 0.00, 0.11], [-0.13, 0.48, -0.08], [0.39, 1.26, -0.09], [0.49, 0.13, 0.38], [1.02, -0.92, -0.16], [0.03, -0.21, -0.35], [0.69, -1.02, -0.14], [1.10, 0.32, -0.25], [-0.60, -0.05, 1.34], [-0.36, 1.52, 0.05], [-0.48, -0.01, 0.77], [-0.52, -0.33, 0.22], [-0.50, 0.17, -0.25], [-0.39, -0.27, -0.05], [0.54, -3.44, 0.80], [0.09, 0.01, 0.01], [0.20, 0.79, -0.43], [-0.41, -0.06, 0.95], [0.11, 0.23, -0.06], [1.02, 0.62, -0.41], [-0.88, -0.19, 0.65], [0.91, -0.42, 0.59], [-0.43, -0.32, -0.58], [0.58, 0.83, 0.50], [0.32, -0.65, 0.64], [0.05, -0.40, -0.31], [0.43, 0.88, 0.42], [0.65, -0.03, -0.37], [-0.06, -0.19, 0.32], [-0.06, -0.48, 0.09], [-0.26, 2.02, 3.30], [0.81, -0.44, -0.36], [0.35, 0.32, 0.50], [-0.39, 0.09, -0.16]],
  "lowdin_charge": [0.533, 0.048, 0.831, 0.855, 0.946, 0.753, -0.942, -0.181, -0.173, -0.153, 0.183, -0.057, -0.163, -0.017, -0.083, -0.121, -0.028, -0.118, -0.129, -0.081, -0.145, -0.304, -0.109, -0.111, -0.089, -0.127, -0.561, -0.356, -0.115, -0.048, -0.482, -0.138, -0.173, -0.571, -0.106, -0.527, -0.172, -0.552, -0.098, -0.128, -0.404, -0.202, -0.129, -0.209, -0.199, -0.028, -0.333, -0.144, -0.037, -0.312, -0.149, -0.030, -0.262, 0.061, 0.066, 0.079, 0.058, 0.093, 0.075, 0.062, 0.054, 0.066, 0.057, 0.104, 0.072, 0.049, 0.057, 0.047, 0.103, 0.089, 0.077, -0.166, 0.053, 0.072, 0.030, 0.084, 0.083, 0.125, 0.100, 0.062, 0.100, 0.090, 0.023, 0.070, 0.078, 0.062, 0.112, 0.002, 0.098, 0.064, 0.079, 0.124, 0.098, 0.086, 0.076, 0.079, 0.102, 0.113, 0.096, 0.088, 0.076, 0.088, 0.097, 0.119, 0.106, 0.017, 0.051, 0.077, 0.012, 0.056, 0.073, 0.066, 0.110, 0.057, 0.017, 0.072]
}